Record 1
{"formula": "C6H10O3", "method": "ωB97M-V with the def2-TZVPD basis set", "elements": ["O", "C", "C", "C", "C", "O", "C", "C", "O", "H", "H", "H", "H", "H", "H", "H", "H", "H", "H"], "coordinates": [[-2.792685, -0.164756, -0.066394], [-1.398071, -0.501154, 0.216844], [-0.377849, 0.192472, -0.579071], [-0.821311, 1.554499, -0.163647], [0.380515, 0.774934, 0.378340], [1.622073, 1.230559, -0.339026], [1.164801, -0.408745, 1.088763], [1.363244, -1.002980, -0.423135], [0.354173, -0.685941, -1.449537], [-2.838857, -0.521479, -0.918279], [-1.197585, -1.666538, 0.064828], [-1.169592, 0.136927, 1.127643], [-0.409799, 2.679237, -0.595935], [-1.977864, 1.604454, 0.045251], [1.648558, 0.856163, -1.266862], [0.725189, -1.222148, 1.940322], [2.052876, -0.191080, 1.620844], [1.217406, -2.022324, 0.008924], [2.454783, -0.642108, -0.689865]], "forces_ev_per_angstrom": [[1.57, -0.56, 1.44], [-1.60, -1.99, 1.21], [-4.02, -1.63, -3.49], [0.11, 6.37, -2.37], [5.74, 1.69, 1.63], [-0.83, 2.19, -0.49], [-2.82, -1.28, 0.54], [3.23, -3.45, 2.33], [1.18, 1.50, 2.08], [-1.12, -0.68, -2.30], [-0.63, 2.31, 1.28], [-1.43, -2.99, 0.56], [-1.13, -3.64, 1.00], [2.75, 0.10, 0.24], [-0.57, 1.06, 1.45], [0.08, 2.19, -2.76], [1.19, 0.98, -0.31], [0.66, -0.30, -2.16], [-2.35, -1.85, 0.11]], "e_homo_ev": -10.0, "e_above_lowest_ev": 9.7434, "max_force_ev_per_a": 6.79, "smiles": "OC[C@@]12C[C@@]1(O)CCO2", "homo_lumo_gap_ev": 10.76}

---

Record 2
{"formula": "C26H74O11", "method": "ωB97M-V with the def2-TZVPD basis set", "elements": ["C", "C", "C", "O", "H", "H", "H", "H", "H", "H", "H", "H", "C", "C", "C", "O", "H", "H", "H", "H", "H", "H", "H", "H", "C", "C", "C", "O", "H", "H", "H", "H", "H", "H", "H", "H", "C", "C", "C", "O", "H", "H", "H", "H", "H", "H", "H", "H", "C", "C", "C", "O", "H", "H", "H", "H", "H", "H", "H", "H", "C", "C", "C", "O", "H", "H", "H", "H", "H", "H", "H", "H", "C", "C", "C", "O", "H", "H", "H", "H", "H", "H", "H", "H", "C", "C", "C", "O", "H", "H", "H", "H", "H", "H", "H", "H", "C", "O", "H", "H", "H", "H", "C", "O", "H", "H", "H", "H", "O", "H", "H"], "coordinates": [[-0.579277, 4.823049, 4.102570], [-0.761727, 3.530499, 3.276550], [-2.196917, 3.124049, 3.164080], [-0.231217, 3.763349, 1.985760], [-0.778147, 4.592329, 5.149150], [-1.275377, 5.635789, 3.895230], [0.455223, 5.150999, 4.000790], [-0.176337, 2.724739, 3.719470], [-2.610967, 2.934819, 4.154470], [-2.408057, 2.278769, 2.509080], [-2.751487, 3.959419, 2.736650], [-0.419047, 3.031589, 1.393440], [3.695113, 2.416749, -1.583980], [4.852673, 1.494649, -1.161090], [6.116963, 2.250039, -0.627910], [4.356503, 0.558209, -0.204420], [2.844593, 1.874199, -1.996720], [3.883453, 3.175369, -2.343670], [3.322303, 2.944189, -0.705970], [5.112903, 0.903469, -2.039100], [6.501183, 2.992149, -1.327730], [6.998973, 1.609639, -0.634380], [6.132843, 2.809179, 0.307610], [4.504663, 1.022899, 0.622440], [-3.270127, 3.705859, -3.480510], [-2.929977, 3.683189, -1.993000], [-3.549197, 4.811339, -1.150360], [-3.422077, 2.432429, -1.586960], [-4.283697, 3.374819, -3.706780], [-2.520757, 3.046049, -3.917760], [-3.152127, 4.707569, -3.893740], [-1.854407, 3.722889, -1.820790], [-3.160647, 4.725819, -0.135560], [-4.638517, 4.778559, -1.129950], [-3.232077, 5.806769, -1.461250], [-4.348007, 2.379739, -1.834920], [-3.402387, -0.686551, 1.900710], [-2.330297, -0.665011, 2.993500], [-2.072717, -2.002131, 3.591060], [-1.135787, -0.211621, 2.381770], [-4.392927, -0.553561, 2.335740], [-3.258107, -1.499051, 1.188590], [-3.310717, 0.183169, 1.250110], [-2.544047, 0.093449, 3.746590], [-2.000527, -2.669251, 2.732090], [-2.929297, -2.271281, 4.209060], [-1.155037, -2.015001, 4.179110], [-1.390787, 0.526549, 1.823470], [2.796873, -2.385661, -2.632520], [3.758693, -2.884591, -1.540680], [4.116893, -4.346621, -1.843700], [4.914693, -2.082831, -1.540510], [2.727593, -1.302891, -2.528050], [1.846033, -2.909501, -2.534500], [3.193423, -2.542991, -3.635560], [3.283903, -2.796191, -0.563510], [4.751463, -4.366041, -2.729730], [3.267733, -5.001801, -2.038050], [4.538173, -4.691661, -0.899480], [4.615343, -1.323351, -1.035360], [1.214433, 1.135069, 0.367220], [-0.105257, 1.103979, -0.508380], [-0.642067, -0.274461, -0.907020], [-1.072607, 1.847329, 0.188710], [1.934523, 0.452579, -0.084190], [1.019563, 0.786589, 1.381460], [1.593313, 2.156699, 0.396180], [0.136813, 1.566549, -1.465220], [-1.012137, -0.841871, -0.053090], [0.058443, -0.857151, -1.505230], [-1.503337, -0.335961, -1.572260], [-1.809707, 2.054339, -0.390450], [-0.145177, -4.956011, 1.533830], [1.018443, -4.086061, 1.102640], [1.120733, -2.803381, 1.871920], [2.191133, -4.856701, 1.216240], [-0.315377, -5.774331, 0.834200], [-1.092377, -4.419261, 1.586900], [0.028243, -5.400041, 2.514060], [0.836373, -3.757451, 0.079430], [1.944523, -2.127261, 1.643200], [1.150773, -3.081521, 2.925410], [0.211573, -2.203781, 1.827190], [2.852953, -4.233521, 1.524860], [-1.061687, -3.597641, -2.921260], [-2.575217, -3.914201, -2.905550], [-3.273637, -3.259311, -1.736550], [-3.132097, -3.419241, -4.078730], [-0.853707, -2.582451, -3.259260], [-0.477067, -4.271221, -3.547850], [-0.561617, -3.722701, -1.960860], [-2.733327, -4.992671, -2.905560], [-4.349937, -3.428511, -1.768960], [-3.137127, -2.180771, -1.815330], [-2.785307, -3.597731, -0.822710], [-2.690177, -3.883911, -4.793150], [-3.991347, -0.209961, -3.666220], [-3.606227, -0.864051, -4.875760], [-4.798417, -0.795571, -3.225990], [-3.186577, -0.059921, -2.946540], [-4.422477, 0.768599, -3.877500], [-3.551877, -1.799721, -4.668020], [3.341203, 2.770009, 3.000240], [4.177613, 1.800689, 2.461290], [3.205263, 2.535989, 4.056100], [3.861123, 3.722259, 2.895300], [2.389823, 2.872659, 2.478280], [5.058213, 2.033619, 2.764410], [0.864613, 0.183559, 4.152440], [0.333153, 0.484269, 4.889560], [0.227613, -0.057131, 3.479730]], "forces_ev_per_angstrom": [[-0.02, -0.89, 0.25], [0.34, 0.48, -0.37], [-0.94, 0.35, 0.25], [0.55, 0.99, 0.01], [0.23, -0.13, 0.18], [0.06, -0.09, -0.64], [-0.10, 0.15, 0.04], [0.10, -0.09, 0.40], [-0.13, -0.16, 0.04], [0.32, -0.16, 0.11], [-0.12, 0.13, 0.00], [-0.30, -0.33, -0.15], [-0.24, 0.37, 0.28], [0.00, 0.86, -0.32], [0.69, -0.17, -1.22], [0.60, 0.22, -0.39], [0.10, -0.46, 0.19], [0.70, -0.02, 0.03], [0.01, 0.10, 0.08], [0.42, 0.01, 0.03], [-0.65, 0.27, -0.49], [-0.24, -0.62, 0.47], [-0.85, -0.39, 0.29], [-0.50, -0.27, 0.90], [1.23, 0.98, 0.01], [-1.55, 1.19, -0.62], [0.54, -0.10, 0.13], [0.57, -1.14, 1.44], [0.02, -0.10, 0.19], [-0.39, -0.08, -0.54], [0.08, 0.01, -0.18], [0.07, -0.31, -0.16], [-0.23, -0.18, 0.19], [-0.03, -0.08, -0.08], [-0.03, -0.04, -0.38], [-0.06, -0.05, 0.06], [-0.06, 0.83, 0.21], [-0.22, 0.98, -0.67], [-0.28, -0.21, -0.09], [0.62, -0.38, -0.29], [-0.19, -0.76, -0.16], [-0.37, -0.47, 0.42], [0.21, 0.42, 0.13], [-0.58, -0.08, 0.31], [0.17, -0.45, 0.34], [0.10, -0.26, 0.03], [-0.06, -0.06, 0.00], [0.34, 0.42, -0.40], [0.35, 0.24, 0.51], [-0.94, -0.81, -1.75], [-0.11, 0.65, 0.98], [0.19, -0.23, 0.17], [-0.58, 0.10, 0.05], [-0.21, 0.30, -0.09], [0.17, -0.29, 0.04], [-0.27, -0.18, 0.12], [0.39, -0.15, 0.34], [-0.30, 0.35, 0.02], [0.73, -0.55, -0.48], [0.56, 0.74, 0.22], [-1.55, -0.71, -0.97], [1.36, -0.83, -0.31], [-0.22, -0.78, 0.22], [-0.34, 0.25, 0.56], [0.14, 0.27, 0.06], [-0.09, 0.04, 0.04], [0.02, -0.17, -0.02], [0.07, 0.57, -0.06], [0.57, -0.17, 0.27], [0.59, -0.04, 0.48], [-0.29, 1.12, -0.15], [-0.53, -0.08, -0.18], [-0.41, -0.21, 0.04], [-0.80, 0.46, -0.49], [-0.72, 0.19, 1.46], [0.38, 0.07, -0.07], [0.22, -0.07, -0.06], [0.05, 0.27, -0.05], [0.15, 0.08, 0.07], [0.19, -0.40, -0.64], [0.22, -0.28, -0.23], [0.45, 0.17, 0.34], [-0.05, -0.02, -0.45], [0.42, -0.23, -0.02], [0.31, -0.40, 0.36], [1.35, 0.03, 0.87], [0.26, 0.23, -0.27], [-0.74, 0.06, -1.24], [-0.29, 0.09, -0.01], [-0.28, -0.10, -0.45], [-0.33, 0.08, 0.36], [0.07, -0.21, 0.35], [0.07, -0.29, 0.26], [0.12, 0.10, 0.07], [-0.40, -0.05, 0.16], [-0.10, 0.10, -0.38], [-0.56, -0.46, -0.56], [0.00, 1.19, 0.25], [-0.03, 0.01, 0.47], [0.18, -0.13, -0.05], [0.18, 0.04, -0.33], [0.18, -0.30, 0.13], [-0.16, 1.16, 0.66], [0.79, -1.13, -1.04], [-0.47, 0.28, 0.09], [-0.28, 0.43, 0.25], [0.06, -0.44, 0.03], [0.13, -0.31, -0.04], [0.82, 0.10, 0.58], [-0.07, 0.08, 0.20], [-0.53, -0.06, -0.56]], "e_homo_ev": -9.6, "e_above_lowest_ev": 0.7358, "max_force_ev_per_a": 2.14, "smiles": "CC(C)O.CC(C)O.CC(C)O.CC(C)O.CC(C)O.CC(C)O.CC(C)O.CC(C)O.CO.CO.O", "homo_lumo_gap_ev": 10.08}